[1]
C34H42N3O5OsS2Si | wB97M-V/def2-TZVPD

The total charge is +1. The calculation puts the total energy at -82656.907 eV. The value obtained for the LUMO energy is -3.79 eV. The value obtained for the energy relative to the best compared isomer or geometry (same formula, charge and spin) is 13.2 kJ/mol. The HOMO energy is -11.27 eV.

XYZ file:
```
88
Properties=species:S:1:pos:R:3:forces:R:3
Os 0.5202 -0.5789 0.8077 -0.05 -0.57 0.39
O -0.9947 2.8340 0.3708 -0.07 0.04 -0.01
S -1.2760 1.5119 0.8193 0.02 0.02 -0.03
O -1.0013 0.3740 -0.1504 0.19 0.04 0.07
N -0.3445 1.0116 2.0350 0.21 -0.08 -0.01
C 0.6358 1.9646 2.4308 0.00 -0.09 -0.06
C 0.4362 2.9988 3.2992 -0.01 0.02 0.03
C 1.4816 3.9106 3.5678 -0.02 -0.01 0.00
C 2.6986 3.7844 2.9622 0.01 0.02 0.00
C 2.9320 2.7238 2.0540 0.03 0.00 0.00
C 4.1457 2.5244 1.3613 0.00 0.02 -0.01
C 4.2677 1.4729 0.4971 0.01 -0.01 0.01
C 3.1962 0.5860 0.3283 0.03 0.04 -0.05
N 2.0490 0.7449 0.9660 -0.12 0.34 0.01
C 1.8921 1.8148 1.8145 -0.02 -0.03 0.05
C -2.9719 1.3607 1.2113 -0.03 -0.07 -0.06
C -3.4946 2.2147 2.1753 0.02 0.02 0.04
C -4.8338 2.1083 2.5011 0.00 -0.02 0.02
C -5.6310 1.1674 1.8574 0.00 0.00 -0.03
C -5.0993 0.3404 0.8785 -0.02 0.00 0.00
C -3.7550 0.4284 0.5446 0.00 0.00 0.03
H -0.5293 3.1281 3.7704 0.00 -0.01 0.01
H 1.3040 4.7247 4.2572 0.00 -0.01 0.00
H 3.4940 4.4903 3.1624 0.00 -0.01 0.00
H 4.9688 3.2103 1.5197 -0.01 0.00 0.00
H 5.1794 1.2933 -0.0532 -0.01 -0.01 0.00
H 3.2844 -0.2854 -0.3040 0.02 -0.01 -0.01
H -2.8659 2.9516 2.6601 0.00 0.00 -0.02
H -5.2580 2.7590 3.2537 0.00 -0.01 -0.01
H -6.6789 1.0881 2.1155 0.01 0.00 0.00
H -5.7300 -0.3763 0.3694 0.01 0.01 0.01
H -3.3248 -0.2090 -0.2158 0.01 0.00 0.00
C -1.3342 -2.1379 5.4757 0.01 0.01 0.04
C -1.5014 -1.1818 4.2722 -0.09 0.00 -0.02
C -2.9737 -1.2056 3.8323 -0.01 0.00 0.11
C -1.2353 0.2295 4.8104 0.00 0.00 0.04
Si -0.2987 -1.8811 2.9463 0.29 0.08 -0.14
C -1.0558 -3.3805 1.9959 0.03 -0.01 -0.10
C -1.7783 -4.3751 2.9199 -0.01 0.01 0.08
C -0.0506 -4.2236 1.1939 0.10 0.04 0.03
C -2.0593 -2.7983 0.9866 -0.06 0.00 0.02
C 1.4767 -2.1529 3.6236 -0.06 0.07 0.00
C 1.9659 -1.0076 4.5176 -0.01 0.02 0.04
C 2.3461 -2.1769 2.3708 -0.32 -0.09 -0.27
C 1.6920 -3.4773 4.3640 -0.01 -0.11 -0.01
H -2.1121 -1.9001 6.2080 0.01 -0.01 -0.01
H -0.3726 -1.9985 5.9724 -0.04 -0.02 -0.03
H -1.4418 -3.1908 5.2246 0.01 -0.07 -0.02
H -3.5851 -0.8063 4.6486 0.02 -0.01 -0.01
H -3.3454 -2.2047 3.6153 0.00 0.06 0.00
H -3.1500 -0.5785 2.9614 -0.01 0.06 -0.05
H -1.8451 0.3611 5.7103 0.02 0.01 0.00
H -1.5330 0.9868 4.0939 -0.03 0.04 -0.03
H -0.1993 0.4056 5.0915 0.04 0.00 -0.02
H -1.1012 -4.8178 3.6537 0.00 0.00 -0.01
H -2.1626 -5.1935 2.3031 -0.01 0.02 0.00
H -2.6261 -3.9475 3.4500 0.04 -0.03 0.01
H 0.6426 -4.7681 1.8379 -0.01 0.03 -0.04
H 0.5184 -3.6436 0.4690 -0.01 -0.01 0.07
H -0.6160 -4.9694 0.6270 0.01 0.00 0.01
H -2.8420 -2.2009 1.4542 0.02 -0.03 -0.01
H -2.5405 -3.6120 0.4331 0.01 0.01 0.02
H -1.5754 -2.1850 0.2192 0.03 0.03 -0.02
H 1.7894 -0.0227 4.0797 0.01 0.04 -0.04
H 3.0458 -1.1118 4.6756 -0.06 -0.01 -0.01
H 1.4951 -1.0287 5.4998 -0.02 0.04 -0.01
H 2.1716 -1.3193 1.6604 -0.12 -0.07 0.00
H 2.2540 -3.0842 1.7860 -0.01 -0.01 0.00
H 3.4066 -2.0269 2.5967 0.03 0.04 -0.03
H 1.1157 -3.5347 5.2863 -0.01 0.01 0.01
H 2.7496 -3.5770 4.6356 -0.03 0.02 -0.03
H 1.4333 -4.3403 3.7480 0.00 0.03 0.04
O 3.1418 -2.5072 -0.4026 -0.07 0.01 0.09
C 2.1867 -2.4099 -1.1486 -0.03 0.11 -0.04
N 1.0301 -1.6980 -0.8563 0.17 0.07 -0.01
S 0.1011 -1.4677 -2.2491 -0.04 0.05 0.02
O -1.2339 -1.9417 -2.0268 0.00 0.01 0.02
O 0.2943 -0.1274 -2.7152 -0.01 -0.05 -0.03
C 1.0237 -2.5956 -3.2224 0.00 -0.02 -0.03
C 0.7706 -3.0126 -4.5135 -0.01 0.01 0.00
C 1.6907 -3.8854 -5.0799 0.00 -0.01 -0.01
C 2.8160 -4.3062 -4.3731 0.00 0.00 0.00
C 3.0524 -3.8665 -3.0781 0.01 -0.01 0.00
C 2.1304 -3.0045 -2.5106 0.00 -0.03 0.02
H -0.1009 -2.6767 -5.0588 0.01 0.00 0.01
H 1.5311 -4.2420 -6.0886 0.01 0.00 0.01
H 3.5140 -4.9854 -4.8440 -0.01 0.00 0.00
H 3.9213 -4.1813 -2.5158 -0.01 0.00 -0.01
```
Positions in Å, forces in eV/Å.

=====

[2]
C36H27MnN4O3S | wB97M-V/def2-TZVPD

The total charge is +1. The calculation puts the total energy at -92015.405 eV. The value obtained for the LUMO energy (alpha / beta) is -3.45 / -3.91 eV. The value obtained for the energy relative to the best compared isomer or geometry (same formula, charge and spin) is 403.0 kJ/mol. The HOMO energy (alpha / beta) is -10.34 / -10.36 eV. As for the spin multiplicity: 4.

XYZ file:
```
72
Properties=species:S:1:pos:R:3:forces:R:3
Mn 1.2114 0.3257 0.3515 -5.10 -1.28 -5.39
C 1.7054 -3.7495 1.9744 -0.11 -0.22 -0.02
O 2.8860 -2.9212 1.8856 0.28 0.12 -0.17
C 2.4622 -1.7642 1.3631 0.43 -0.66 0.93
N 1.2724 -1.7187 0.8675 1.68 0.16 2.26
C 0.7727 -3.1562 0.9330 -0.93 0.17 -0.19
C -0.7313 -3.3938 1.2176 1.32 1.15 -0.25
C -1.5531 -2.2920 1.3045 -1.52 -2.89 2.43
C -2.9509 -2.5644 1.5091 -0.05 -1.00 1.88
C -3.4440 -3.8503 1.5920 0.43 0.06 -0.08
C -2.5651 -4.9284 1.4727 -0.25 -0.13 -0.07
C -1.2263 -4.6978 1.2870 0.36 -0.21 -0.11
C 3.4170 -0.6168 1.4092 0.23 1.30 0.05
C 4.8095 -0.6056 1.4862 -0.32 -0.42 -0.07
C 5.4503 0.5937 1.2179 0.07 0.27 -0.07
C 4.7710 1.7437 0.7866 0.21 0.22 0.00
C 3.3999 1.6863 0.7220 -0.74 -0.73 0.82
N 2.8083 0.5593 1.1883 1.40 0.17 1.10
C 2.3799 2.6147 0.0534 0.86 0.28 0.44
N 1.1301 2.3397 -0.1821 1.84 0.66 1.89
C 0.5707 3.5314 -0.8480 -0.60 -0.12 -0.03
C 1.8145 4.3823 -1.1462 -0.08 0.23 -0.12
O 2.8593 3.7859 -0.3386 0.02 0.01 -0.02
C -0.2594 3.2589 -2.0795 -0.08 -0.13 -0.01
C -0.8741 4.3320 -2.7189 0.03 0.13 0.05
C -1.6297 4.1312 -3.8615 -0.01 -0.05 -0.05
C -1.7847 2.8500 -4.3761 0.00 -0.01 0.01
C -1.1831 1.7778 -3.7369 -0.05 0.06 0.01
C -0.4246 1.9829 -2.5917 -0.01 -0.11 0.01
H 1.3060 -3.6792 2.9879 0.00 0.13 -0.01
H 1.9654 -4.7830 1.7658 0.17 0.05 -0.02
H 0.9828 -3.5822 -0.0537 0.06 0.10 -0.03
H -1.1729 -1.2712 1.2738 0.20 -2.43 1.78
H -3.7003 -1.7337 1.6341 1.01 -2.55 1.26
H -4.5019 -4.0178 1.7395 0.00 0.01 0.08
H -2.9389 -5.9424 1.5211 0.02 -0.01 -0.02
H -0.5557 -5.5427 1.1761 0.04 0.03 -0.02
H 5.3677 -1.5046 1.7041 0.00 -0.01 -0.03
H 6.5296 0.6277 1.2760 0.01 0.01 -0.01
H 5.3123 2.6253 0.4752 0.02 -0.01 -0.02
H -0.0715 4.0366 -0.1188 0.05 -0.02 0.05
H 1.6855 5.4228 -0.8616 0.14 -0.02 0.13
H 2.1192 4.3412 -2.1910 0.00 -0.18 0.00
H -0.7695 5.3374 -2.3237 0.00 -0.01 0.02
H -2.1017 4.9728 -4.3504 0.00 0.01 0.01
H -2.3757 2.6905 -5.2681 0.00 0.01 -0.01
H -1.3018 0.7740 -4.1251 0.01 -0.01 0.01
H 0.0386 1.1415 -2.1012 0.11 0.03 -0.05
S -3.1852 -0.5639 0.3292 0.86 5.24 -4.16
C -2.9810 0.5952 1.5935 0.41 0.06 -0.32
C -3.9423 1.1162 2.4546 0.05 -0.01 0.07
C -3.5369 2.0404 3.3972 -0.01 -0.03 0.00
C -2.1980 2.4352 3.4834 0.01 0.03 0.01
C -1.2450 1.9147 2.6327 0.13 0.00 0.00
C -1.6289 0.9864 1.6679 -0.11 0.06 0.44
N -0.7817 0.3620 0.7695 -0.47 0.60 -0.80
C -1.4644 -0.4603 -0.0159 -2.18 2.47 -1.76
C -0.8322 -1.1970 -1.0736 -0.13 -0.10 -0.33
C -1.4887 -2.0631 -1.9620 -0.11 0.09 0.09
C -0.7500 -2.7233 -2.9125 0.23 -0.05 -0.09
C 0.6397 -2.5276 -2.9743 -0.19 -0.11 0.01
C 1.2741 -1.6793 -2.0892 0.04 0.15 0.21
C 0.5325 -0.9958 -1.1213 0.21 0.93 -0.64
H -4.9778 0.8099 2.3877 0.00 0.01 -0.02
H -4.2648 2.4612 4.0767 0.00 0.01 0.01
H -1.9022 3.1577 4.2317 -0.02 0.01 0.01
H -0.2060 2.2141 2.7032 0.00 0.02 0.01
H -2.5610 -2.2204 -1.9112 0.01 0.05 0.06
H -1.2353 -3.3926 -3.6093 0.01 0.00 -0.01
H 1.2183 -3.0505 -3.7258 -0.01 0.01 -0.02
H 2.3471 -1.5330 -2.1400 -0.01 0.01 -0.08
O 2.2581 0.7640 -1.0941 0.12 -1.64 -1.02
```
Positions in Å, forces in eV/Å.

=====

[3]
C2H13NO3S | wB97M-V/def2-TZVPD

Its SMILES is NCCS.O.O.O. The calculation puts the total energy at -20751.914 eV. The value obtained for the LUMO energy is 0.19 eV. The value obtained for the energy relative to the best compared isomer or geometry (same formula, charge and spin) is 89.9 kJ/mol. The HOMO energy is -9.23 eV.

XYZ file:
```
20
Properties=species:S:1:pos:R:3:forces:R:3
N -0.5904 0.7421 1.8122 1.44 0.34 -0.02
C 0.8742 0.6263 1.5088 -0.41 -0.32 -0.45
C 1.7686 1.2917 2.5366 0.85 -0.83 0.52
S 3.5146 0.6988 2.3928 -0.05 0.03 0.14
H -0.8156 -0.0844 2.3374 -0.41 -0.49 0.09
H -0.6006 1.4613 2.5206 -0.66 0.48 0.02
H 1.0932 0.9523 0.4882 -0.10 0.32 0.11
H 1.1394 -0.4305 1.5135 0.01 -0.08 0.01
H 1.8285 2.3742 2.5948 -0.50 0.07 -0.30
H 1.4934 0.8846 3.5070 -0.31 0.36 0.14
H 3.5629 0.1773 3.6353 0.11 0.07 -0.32
O 0.5030 -2.1702 -6.7412 0.27 0.70 -0.63
H -0.0218 -2.4614 -6.0106 -0.46 -0.43 0.70
H 0.2126 -1.2558 -6.8736 0.18 -0.28 -0.08
O -2.0784 -2.0612 0.9819 -0.33 -0.46 0.57
H -1.6200 -1.6063 0.2945 0.49 0.88 -0.66
H -1.9760 -2.9764 0.7190 -0.12 -0.38 0.15
O -2.9057 1.6217 -2.6288 -0.79 -0.43 1.05
H -2.1477 1.0730 -2.7428 1.34 -0.29 -0.84
H -3.2341 1.1429 -1.8455 -0.54 0.74 -0.19
```
Positions in Å, forces in eV/Å.

=====

[4]
C22H57NO8 | wB97M-V/def2-TZVPD

Its SMILES is NCCCOC=O.CC(C)O.CC(C)O.CC(C)O.CC(C)O.CC(C)O.CC(C)O. The calculation puts the total energy at -41607.523 eV. The value obtained for the LUMO energy is 0.59 eV. The HOMO energy is -8.82 eV.

XYZ file:
```
88
Properties=species:S:1:pos:R:3:forces:R:3
N 4.2279 1.7937 -3.3726 0.28 0.80 0.00
C 4.6196 2.9176 -4.2500 0.21 -0.80 0.24
C 6.0668 3.3971 -4.0850 -0.71 0.76 -0.07
C 6.1247 4.7040 -3.3218 0.25 -1.00 0.00
O 5.4411 5.7235 -4.0486 0.00 0.79 0.06
C 6.2123 6.8024 -4.3500 1.26 -0.39 -1.55
O 7.0080 6.8264 -5.2664 -1.19 -0.04 1.40
H 3.8418 2.2048 -2.5315 -0.33 -0.43 0.13
H 5.0666 1.3228 -3.0595 0.04 -0.30 -0.08
H 3.9398 3.7290 -4.0474 -0.28 0.39 -0.07
H 4.4669 2.6326 -5.2799 -0.10 -0.16 -0.37
H 6.4820 3.5779 -5.0665 0.47 -0.12 -0.20
H 6.6455 2.6752 -3.5275 0.33 -0.38 -0.05
H 7.1561 4.9733 -3.1327 0.27 0.29 -0.02
H 5.6369 4.5574 -2.3669 -0.27 0.23 0.36
H 6.0634 7.6512 -3.6819 -0.22 0.24 0.07
C 0.2688 1.2886 0.0003 -0.02 0.05 -0.23
C 1.5699 0.7322 -0.5535 -0.07 0.03 0.41
C 2.2892 -0.1339 0.4680 0.13 -0.03 -0.12
O 2.4187 1.8037 -0.9801 0.04 0.09 -0.10
H 0.4558 1.9128 0.8735 0.00 -0.06 0.12
H -0.2291 1.9123 -0.7452 0.02 -0.04 -0.04
H -0.4109 0.4867 0.2943 -0.01 0.01 0.02
H 1.3683 0.1457 -1.4512 0.09 0.05 -0.09
H 2.5455 0.4513 1.3568 -0.12 0.04 0.02
H 3.2209 -0.5226 0.0572 -0.04 -0.08 -0.01
H 1.6698 -0.9771 0.7783 0.02 -0.02 0.01
H 2.6161 2.3419 -0.2071 -0.06 -0.01 0.11
C 5.5701 -4.7093 0.6952 0.00 0.05 0.11
C 4.4823 -3.7884 0.1610 0.25 -0.18 -0.24
C 3.9763 -4.2452 -1.1973 -0.11 0.08 -0.05
O 4.9707 -2.4495 0.0786 -0.15 0.05 0.20
H 6.4309 -4.7148 0.0207 -0.03 -0.04 -0.06
H 5.9183 -4.3645 1.6691 -0.03 0.00 0.01
H 5.2081 -5.7334 0.7971 0.01 -0.01 -0.02
H 3.6496 -3.7626 0.8636 -0.03 0.16 0.01
H 4.7878 -4.2330 -1.9310 0.05 -0.07 0.04
H 3.1966 -3.5746 -1.5574 -0.04 -0.01 0.06
H 3.5700 -5.2567 -1.1498 0.01 -0.01 0.00
H 5.7057 -2.4463 -0.5412 0.06 0.01 -0.07
C -3.0803 2.8685 3.9108 0.03 0.12 -0.07
C -2.4603 1.9378 2.8793 -0.01 -0.14 0.36
C -2.8573 0.4915 3.1146 0.07 -0.04 -0.16
O -1.0368 2.0659 2.8908 -0.04 0.15 -0.17
H -2.7402 2.6022 4.9151 -0.04 -0.07 0.01
H -2.7829 3.9010 3.7245 -0.01 -0.01 -0.03
H -4.1695 2.8096 3.8927 0.00 -0.02 0.02
H -2.7757 2.2429 1.8803 0.11 0.03 -0.06
H -2.5006 0.1517 4.0909 -0.08 0.04 0.06
H -2.4097 -0.1525 2.3583 -0.02 0.03 -0.06
H -3.9376 0.3617 3.0863 -0.03 -0.03 0.06
H -0.7279 1.8066 3.7639 0.02 -0.04 0.08
C -1.3889 -2.7576 1.2732 0.04 0.11 0.04
C -0.4487 -3.1528 0.1459 -0.22 -0.36 0.26
C -1.0045 -4.3188 -0.6575 0.09 0.03 -0.15
O 0.8344 -3.4997 0.6737 0.14 0.23 -0.18
H -1.5274 -3.5925 1.9670 -0.03 -0.07 -0.07
H -0.9766 -1.9283 1.8479 0.03 0.05 -0.06
H -2.3653 -2.4614 0.8879 0.00 0.03 0.00
H -0.2882 -2.2986 -0.5132 0.12 0.03 0.03
H -1.1284 -5.1974 -0.0183 -0.07 0.03 0.04
H -0.3193 -4.5911 -1.4608 0.00 0.03 -0.02
H -1.9736 -4.0730 -1.0944 -0.02 -0.01 0.01
H 0.7149 -4.2501 1.2632 -0.04 -0.06 0.06
C -7.8748 -0.0561 5.1489 0.07 0.10 0.04
C -6.9022 -0.4555 4.0497 -0.18 -0.23 0.14
C -7.4497 -1.5905 3.1978 0.10 0.00 -0.08
O -5.6382 -0.8155 4.6069 0.02 0.17 -0.11
H -8.0539 -0.8986 5.8222 -0.04 -0.05 -0.04
H -7.4652 0.7598 5.7443 0.01 0.02 -0.03
H -8.8327 0.2613 4.7351 -0.01 -0.02 0.00
H -6.7015 0.4082 3.4139 0.08 0.03 0.00
H -7.6155 -2.4801 3.8113 -0.06 0.02 0.04
H -6.7396 -1.8579 2.4151 0.00 0.03 -0.01
H -8.3961 -1.3153 2.7307 -0.01 0.00 0.01
H -5.7740 -1.5778 5.1771 -0.01 -0.07 0.06
C -4.1610 0.9343 -2.5893 -0.03 0.05 0.11
C -2.7386 0.5739 -2.1887 -0.18 -0.21 -0.34
C -1.8654 0.2847 -3.3992 0.11 -0.01 0.07
O -2.7514 -0.5555 -1.3110 0.15 0.16 0.23
H -4.6287 0.1028 -3.1239 0.04 0.01 -0.07
H -4.7666 1.1395 -1.7063 0.02 0.03 0.01
H -4.1800 1.8120 -3.2364 0.00 0.00 -0.02
H -2.3020 1.3933 -1.6188 0.01 -0.07 0.14
H -2.2620 -0.5664 -3.9603 -0.06 0.03 -0.03
H -0.8519 0.0307 -3.0874 0.01 0.04 0.02
H -1.8163 1.1443 -4.0683 -0.01 0.00 -0.01
H -3.1309 -1.2935 -1.7972 -0.04 -0.07 -0.05
```
Positions in Å, forces in eV/Å.

=====

[5]
C2H3NO2S | wB97M-V/def2-TZVPD

Its SMILES is [O-][NH+]=S.C=C=O. The calculation puts the total energy at -18538.706 eV. The value obtained for the LUMO energy is -0.97 eV. The value obtained for the energy relative to the best compared isomer or geometry (same formula, charge and spin) is 457.9 kJ/mol. The HOMO energy is -9.66 eV.

XYZ file:
```
9
Properties=species:S:1:pos:R:3:forces:R:3
O 2.0655 -3.1317 -1.7992 0.42 -1.15 -0.25
N 1.5342 -2.1682 -1.3080 1.56 0.75 0.27
S 0.1484 -1.5098 -1.5496 -3.07 0.10 -0.92
H 2.0927 -1.5658 -0.7046 0.83 -0.17 0.63
C -0.1000 2.0295 -1.9699 -0.38 -0.95 -0.69
C 0.4876 1.3978 -0.9921 1.99 0.03 2.62
O 1.1462 0.9310 -0.1161 -1.64 1.22 -2.09
H -0.7099 2.9032 -2.0010 0.05 0.55 0.80
H -0.2457 1.4346 -2.8523 0.25 -0.38 -0.37
```
Positions in Å, forces in eV/Å.

=====

[6]
C4H9NO | wB97M-V/def2-TZVPD

Its SMILES is CC(C)C(N)=O. The calculation puts the total energy at -7831.784 eV. The value obtained for the LUMO energy is 0.93 eV. The value obtained for the energy relative to the best compared isomer or geometry (same formula, charge and spin) is 51.7 kJ/mol. The HOMO energy is -9.88 eV.

XYZ file:
```
15
Properties=species:S:1:pos:R:3:forces:R:3
C 0.4531 -0.7568 1.4955 -0.24 1.17 0.04
C -0.1566 -0.3871 0.1418 1.22 -1.06 0.07
C 0.9391 -0.5951 -0.9393 -0.27 0.37 -0.82
C -0.6593 1.0403 0.1423 0.51 -0.47 -0.45
N -1.3851 1.4139 -0.9660 -0.13 0.20 0.53
O -0.3547 1.8099 1.0245 -0.63 0.17 0.19
H -0.2224 -0.5384 2.3137 -0.46 -0.50 0.13
H 1.2481 -0.0547 1.7124 0.57 -0.06 -0.15
H 0.8189 -1.7713 1.4970 0.03 -0.30 0.11
H -0.9008 -1.1539 -0.0755 -0.61 0.56 -0.06
H 1.9097 -0.7594 -0.5099 0.42 -0.03 0.38
H 0.7340 -1.4437 -1.5829 -0.14 -0.31 0.05
H 1.0599 0.2365 -1.6399 -0.14 0.18 0.21
H -1.3583 0.8885 -1.8195 -0.33 -0.25 0.16
H -2.1257 2.0713 -0.7941 0.20 0.31 -0.40
```
Positions in Å, forces in eV/Å.